1.
{
  "formula": "C3H5LuO3",
  "method": "the ωB97M-V functional and the def2-TZVPD basis",
  "species": ["H", "C", "C", "O", "C", "O", "Lu", "O", "H", "H", "H", "H"],
  "coordinates": [[-1.005, 0.068, 2.174], [-0.333, 0.088, 1.309], [-1.125, 0.139, 0.087], [-0.538, 0.986, -0.933], [0.388, 0.367, -1.625], [0.828, 1.176, -2.575], [0.310, -1.874, -0.677], [0.438, -1.405, 1.496], [0.630, 0.620, 1.337], [1.034, -1.387, 2.247], [-2.150, 0.492, 0.231], [1.523, 0.729, -3.071]],
  "nbo_charge": [0.235, -0.144, -0.360, -0.476, 0.186, -0.638, 1.689, -0.976, 0.226, 0.520, 0.240, 0.500],
  "total_charge": 1,
  "energy_ha": -1578.14282,
  "spin_multiplicity": 2
}


2.
{
  "formula": "C3H5MgO3Tl",
  "method": "the ωB97M-V functional and the def2-TZVPD basis",
  "species": ["C", "C", "H", "H", "H", "H", "H", "O", "C", "O", "O", "Mg", "Tl"],
  "coordinates": [[-1.696, -0.424, -1.057], [-2.355, -0.249, 0.128], [-1.770, 0.337, -1.837], [-1.130, -1.342, -1.230], [-3.046, 0.593, 0.226], [-2.615, -1.123, 0.731], [-0.294, 0.449, 0.819], [2.754, 0.715, 0.184], [1.693, 0.032, 0.410], [1.699, -1.158, 0.713], [0.587, 0.780, 0.270], [2.017, 2.614, -0.073], [4.156, -1.225, 0.714]],
  "nbo_charge": [-0.325, -0.492, 0.208, 0.207, 0.214, 0.224, 0.575, -0.966, 0.969, -0.712, -0.811, 0.975, 0.934],
  "total_charge": 1,
  "energy_ha": -715.37948,
  "spin_multiplicity": 2
}


3.
{
  "formula": "C3H5N",
  "method": "the ωB97M-V functional and the def2-TZVPD basis",
  "species": ["H", "N", "C", "C", "C", "H", "H", "H", "H"],
  "coordinates": [[-3.058, 0.204, 0.061], [-2.215, -0.369, 0.022], [-1.141, 0.248, 0.110], [0.327, -0.690, 0.116], [1.498, -0.100, 0.064], [-0.944, 1.311, 0.256], [0.125, -1.739, 0.022], [2.407, -0.675, -0.030], [1.614, 0.969, 0.124]],
  "nbo_charge": [0.347, -0.623, 0.138, -0.215, -0.403, 0.149, 0.207, 0.205, 0.194],
  "smiles": "[H]/N=C/C=C",
  "energy_ha": -171.99402
}


4.
{
  "formula": "C3H5N",
  "method": "the ωB97M-V functional and the def2-TZVPD basis",
  "species": ["C", "C", "C", "N", "H", "H", "H", "H", "H"],
  "coordinates": [[-1.571, -0.695, -0.152], [-0.763, 0.126, 0.618], [1.468, 0.333, -0.283], [-1.713, 0.525, -0.429], [-1.843, -1.659, -0.362], [-0.349, 0.385, 1.630], [1.721, -0.656, -0.302], [1.722, 0.884, 0.505], [1.327, 0.758, -1.224]],
  "nbo_charge": [0.065, -0.113, -0.662, -0.272, 0.208, 0.248, 0.173, 0.171, 0.183],
  "energy_ha": -171.83705
}


5.
{
  "formula": "C3H5N",
  "method": "the ωB97M-V functional and the def2-TZVPD basis",
  "species": ["C", "C", "N", "C", "H", "H", "H", "H", "H"],
  "coordinates": [[-0.261, 1.665, -0.391], [-0.513, 0.345, 0.060], [0.439, -0.311, 0.790], [0.654, -1.553, 0.411], [0.654, 2.218, -0.275], [-1.115, 2.076, -0.829], [-1.429, -0.218, -0.169], [1.459, -2.149, 0.756], [0.112, -2.074, -0.353]],
  "nbo_charge": [-0.414, -0.045, -0.406, -0.039, 0.212, 0.193, 0.186, 0.172, 0.142],
  "smiles": "C=CN=C",
  "energy_ha": -171.98545
}


6.
{
  "formula": "C3H5N2",
  "method": "the ωB97M-V functional and the def2-TZVPD basis",
  "species": ["C", "C", "C", "N", "N", "H", "H", "H", "H", "H"],
  "coordinates": [[0.431, -1.076, -0.304], [0.567, 0.189, -0.996], [-0.271, 0.086, 1.057], [0.042, -1.707, 0.619], [-0.541, 0.750, -0.161], [1.469, 0.735, -0.730], [0.456, 0.202, -2.181], [-1.233, -0.119, 1.562], [0.510, 0.477, 1.643], [-1.431, 0.462, -0.509]],
  "nbo_charge": [0.477, -0.354, 0.092, -0.208, -0.527, 0.286, 0.320, 0.272, 0.246, 0.396],
  "total_charge": 1,
  "energy_ha": -226.40045
}


7.
{
  "formula": "C3H5N2",
  "method": "the ωB97M-V functional and the def2-TZVPD basis",
  "species": ["C", "C", "C", "N", "N", "H", "H", "H", "H", "H"],
  "coordinates": [[-0.858, -0.884, 1.238], [0.312, 0.862, -0.241], [0.259, -0.506, -0.692], [-0.414, 0.901, 0.911], [-0.407, -1.347, 0.144], [1.432, 0.910, -0.335], [0.155, 1.634, -1.016], [0.714, -0.840, -1.513], [-0.580, 1.611, 1.481], [-0.613, -2.341, 0.023]],
  "nbo_charge": [0.443, -0.371, 0.331, -0.581, -0.642, 0.342, 0.343, 0.231, 0.412, 0.490],
  "total_charge": 1,
  "energy_ha": -226.35491
}


8.
{
  "formula": "C3H5N2",
  "method": "the ωB97M-V functional and the def2-TZVPD basis",
  "species": ["C", "C", "N", "C", "N", "H", "H", "H", "H", "H"],
  "coordinates": [[0.590, 1.747, 0.496], [0.107, 1.005, -0.406], [-0.070, 0.108, -1.250], [-0.071, -1.129, -0.796], [-0.629, -1.347, 0.297], [0.042, 2.044, 1.365], [1.423, 2.476, 0.289], [0.276, -2.040, -1.472], [-0.869, -0.527, 0.754], [-0.797, -2.336, 0.725]],
  "nbo_charge": [-0.552, 0.466, -0.436, 0.406, -0.643, 0.289, 0.322, 0.265, 0.412, 0.472],
  "total_charge": 1,
  "smiles": "C=C=NC=[NH2+]",
  "energy_ha": -226.46813
}


9.
{
  "formula": "C3H5N2",
  "method": "the ωB97M-V functional and the def2-TZVPD basis",
  "species": ["C", "C", "N", "C", "N", "H", "H", "H", "H", "H"],
  "coordinates": [[0.009, -1.313, -0.085], [-1.152, -0.785, 0.143], [-1.632, 0.433, 0.028], [-0.578, 1.194, -0.047], [0.680, 0.772, 0.078], [0.657, -1.961, 0.696], [0.145, -2.052, -1.055], [-0.540, 2.302, -0.318], [0.955, -0.008, 0.628], [1.456, 1.418, -0.069]],
  "nbo_charge": [-0.595, 0.499, -0.453, 0.397, -0.682, 0.336, 0.372, 0.254, 0.425, 0.446],
  "total_charge": 1,
  "smiles": "C=C=NC=[NH2+]",
  "energy_ha": -226.38321
}


10.
{
  "formula": "C3H5N2O2",
  "method": "the ωB97M-V functional and the def2-TZVPD basis",
  "species": ["C", "C", "C", "N", "N", "O", "O", "H", "H", "H", "H", "H"],
  "coordinates": [[-1.217, -0.914, -0.257], [1.154, -0.505, 0.078], [0.816, 0.944, 0.407], [0.088, -1.310, -0.233], [-1.531, 0.257, 0.079], [2.293, -0.859, 0.131], [0.961, 1.829, -0.479], [-1.926, -1.680, -0.580], [0.670, 1.176, 1.462], [0.319, -2.276, -0.457], [-2.490, 0.570, 0.060], [0.864, 2.767, -0.211]],
  "nbo_charge": [0.320, 0.585, 0.472, -0.607, -0.680, -0.443, -0.510, 0.213, 0.237, 0.452, 0.411, 0.550],
  "total_charge": 1,
  "energy_ha": -377.00007
}


11.
{
  "formula": "C3H5N2O2",
  "method": "the ωB97M-V functional and the def2-TZVPD basis",
  "species": ["C", "C", "C", "N", "O", "O", "N", "H", "H", "H", "H", "H"],
  "coordinates": [[1.796, 0.021, 0.057], [0.269, 0.013, 0.005], [-0.518, -1.046, 0.257], [-2.090, -0.294, 0.092], [-3.183, -0.662, 0.113], [-1.734, 1.005, -0.294], [-0.364, 1.177, -0.191], [2.277, 0.993, 0.329], [2.084, -0.334, -0.976], [1.916, -0.757, 0.638], [-0.496, -2.187, 0.226], [0.043, 2.072, -0.257]],
  "nbo_charge": [-0.619, 0.187, -0.152, 0.499, -0.117, -0.117, -0.222, 0.267, 0.267, 0.238, 0.313, 0.455],
  "total_charge": 1,
  "smiles": "Cc1c[n+](=O)o[nH]1",
  "energy_ha": -376.79584
}


12.
{
  "formula": "C3H5N2O2S",
  "method": "the ωB97M-V functional and the def2-TZVPD basis",
  "species": ["C", "C", "C", "N", "N", "O", "O", "S", "H", "H", "H", "H", "H"],
  "coordinates": [[-0.118, 0.282, -0.342], [1.214, -1.907, 0.437], [0.581, 1.607, -0.220], [-1.383, 0.180, 0.057], [0.708, -0.905, -0.118], [-3.599, -0.108, 0.983], [0.385, -0.606, -1.386], [-2.900, 0.295, -0.179], [1.548, -2.756, -0.151], [1.332, -1.902, 1.511], [0.235, 2.260, -1.020], [1.659, 1.500, -0.308], [0.337, 2.061, 0.736]],
  "nbo_charge": [0.567, 0.035, -0.652, -0.857, 0.009, -0.749, -0.262, 1.626, 0.250, 0.252, 0.265, 0.254, 0.261],
  "total_charge": 1,
  "energy_ha": -775.06531
}


13.
{
  "formula": "C3H5N2O2S",
  "method": "the ωB97M-V functional and the def2-TZVPD basis",
  "species": ["C", "C", "C", "N", "N", "O", "O", "S", "H", "H", "H", "H", "H"],
  "coordinates": [[0.227, -0.079, 0.855], [-0.822, 1.717, -0.396], [0.002, -2.301, -0.417], [-0.001, 1.178, 0.371], [0.275, -1.318, 0.497], [-0.683, 1.518, -2.863], [0.828, 1.956, 1.222], [-1.602, 1.790, -1.800], [0.435, 0.074, 1.948], [0.320, -3.299, -0.164], [-0.437, -2.203, -1.404], [0.564, -1.938, 1.281], [0.894, 2.905, 0.870]],
  "nbo_charge": [0.090, -0.224, -0.120, -0.006, -0.424, -0.803, -0.497, 1.333, 0.238, 0.218, 0.221, 0.459, 0.514],
  "total_charge": 1,
  "energy_ha": -774.94443
}


14.
{
  "formula": "C3H5N2O2S",
  "method": "the ωB97M-V functional and the def2-TZVPD basis",
  "species": ["N", "C", "N", "C", "C", "S", "O", "O", "H", "H", "H", "H", "H"],
  "coordinates": [[1.790, 1.066, 1.004], [0.828, 0.528, 0.392], [0.536, 0.910, -1.077], [-0.431, 0.241, -1.543], [-1.351, -0.585, -0.678], [-0.436, -0.788, 0.931], [-1.152, -0.306, 2.055], [0.204, -2.025, 0.879], [2.216, 1.770, 0.408], [1.877, 0.654, 1.919], [-0.401, 0.380, -2.629], [-2.237, -0.143, -0.545], [-1.442, -1.702, -1.117]],
  "nbo_charge": [-0.624, 0.292, -0.428, 0.215, -0.701, 2.141, -0.835, -0.853, 0.477, 0.470, 0.260, 0.274, 0.312],
  "total_charge": 1,
  "smiles": "[NH2+]=C1N=CCS1(=O)=O",
  "energy_ha": -775.11985
}


15.
{
  "formula": "C3H5N3",
  "method": "the ωB97M-V functional and the def2-TZVPD basis",
  "species": ["C", "N", "C", "N", "C", "N", "H", "H", "H", "H", "H"],
  "coordinates": [[-1.647, -0.362, -0.125], [-0.380, -0.763, 0.190], [0.657, 0.073, 0.199], [0.281, 1.363, -0.133], [1.990, -0.398, 0.314], [3.085, -0.770, 0.420], [-2.041, 0.511, 0.389], [-2.334, -1.158, -0.356], [-0.465, 1.254, -0.843], [-0.176, -1.752, 0.282], [1.031, 2.001, -0.338]],
  "nbo_charge": [-0.483, -0.400, 0.179, -0.797, 0.203, -0.299, 0.208, 0.194, 0.380, 0.420, 0.395],
  "energy_ha": -281.49182
}


16.
{
  "formula": "C3H5N3",
  "method": "the ωB97M-V functional and the def2-TZVPD basis",
  "species": ["H", "N", "C", "C", "N", "N", "C", "H", "H", "H", "H"],
  "coordinates": [[2.191, -0.093, 0.078], [1.209, -0.333, 0.195], [0.450, 0.265, -0.636], [0.978, 1.140, -1.679], [1.481, 1.812, -2.474], [-0.942, 0.277, -0.513], [-1.477, -0.662, 0.160], [-2.511, -0.545, 0.484], [-0.952, -1.580, 0.439], [-0.563, -0.097, 2.129], [0.132, -0.175, 1.855]],
  "nbo_charge": [0.370, -0.595, 0.306, 0.211, -0.258, -0.450, 0.041, 0.191, 0.183, -0.047, 0.049],
  "smiles": "[H]/N=C(\\C#N)N=C.[H][H]",
  "energy_ha": -281.47990
}


17.
{
  "formula": "C3H5N3",
  "method": "the ωB97M-V functional and the def2-TZVPD basis",
  "species": ["N", "C", "C", "C", "N", "N", "H", "H", "H", "H", "H"],
  "coordinates": [[1.921, 0.290, -0.499], [0.633, 0.282, 0.060], [-0.396, -0.275, -0.743], [-1.448, -0.434, 0.098], [-1.123, 0.131, 1.276], [0.205, 0.539, 1.304], [1.942, 0.107, -1.499], [2.707, 0.851, -0.210], [-0.416, -0.378, -1.815], [-2.343, -1.012, -0.064], [-1.680, -0.101, 2.093]],
  "nbo_charge": [-0.822, 0.317, -0.399, -0.019, -0.362, -0.327, 0.382, 0.393, 0.220, 0.214, 0.403],
  "smiles": "Nc1cc[nH]n1",
  "energy_ha": -281.55281
}


18.
{
  "formula": "C3H5N3",
  "method": "the ωB97M-V functional and the def2-TZVPD basis",
  "species": ["N", "C", "C", "N", "N", "C", "H", "H", "H", "H", "H"],
  "coordinates": [[0.672, 1.545, -0.309], [0.111, 0.204, -0.235], [-0.128, -0.004, 1.105], [-0.643, -1.255, 1.103], [-0.741, -1.834, -0.122], [-0.271, -0.929, -0.971], [0.111, 2.249, -0.786], [1.645, 1.617, -0.605], [0.468, 1.401, 0.940], [-0.957, -1.799, 1.890], [-0.240, -1.149, -2.031]],
  "nbo_charge": [-0.773, -0.139, -0.189, -0.363, -0.276, -0.078, 0.399, 0.399, 0.413, 0.399, 0.209],
  "energy_ha": -281.44651
}


19.
{
  "formula": "C3H5N3",
  "method": "the ωB97M-V functional and the def2-TZVPD basis",
  "species": ["C", "C", "C", "N", "N", "N", "H", "H", "H", "H", "H"],
  "coordinates": [[-1.082, -1.105, -0.044], [-2.112, 0.118, -0.057], [1.902, 0.576, 0.074], [0.128, -0.857, 0.225], [-1.881, 1.293, 0.126], [0.703, 0.194, 0.514], [-1.224, -2.116, -0.302], [-3.103, -0.299, -0.384], [2.005, 0.123, -0.852], [1.881, 1.635, 0.001], [2.783, 0.438, 0.700]],
  "nbo_charge": [-0.097, -0.093, -0.450, -0.080, -0.210, -0.135, 0.218, 0.215, 0.187, 0.230, 0.214],
  "energy_ha": -281.38907
}


20.
{
  "formula": "C3H5N3",
  "method": "the ωB97M-V functional and the def2-TZVPD basis",
  "species": ["C", "N", "C", "C", "N", "N", "H", "H", "H", "H", "H"],
  "coordinates": [[-1.756, 0.268, 0.322], [-0.377, 0.338, -0.132], [0.631, 0.545, 0.699], [1.915, 0.094, 0.294], [1.884, -0.788, -0.721], [1.416, -1.472, -1.501], [-2.272, -0.499, -0.265], [-1.740, -0.038, 1.367], [-2.292, 1.216, 0.225], [-0.251, 0.104, -1.120], [2.843, 0.232, 0.834]],
  "nbo_charge": [-0.399, -0.594, 0.079, -0.357, 0.077, -0.009, 0.199, 0.220, 0.196, 0.354, 0.234],
  "energy_ha": -281.45191
}